Entry 1:
{
  "formula": "C19H20N2O4S",
  "method": "ωB97M-V/def2-TZVPD",
  "elements": ["C", "C", "C", "C", "C", "S", "C", "C", "O", "N", "C", "O", "N", "C", "C", "C", "C", "C", "C", "O", "C", "C", "O", "C", "C", "C", "H", "H", "H", "H", "H", "H", "H", "H", "H", "H", "H", "H", "H", "H", "H", "H", "H", "H", "H", "H"],
  "xyz": [[1.836, 1.074, -2.783], [2.384, 0.352, -1.595], [3.298, -0.682, -1.766], [3.744, -1.403, -0.677], [3.283, -1.098, 0.594], [3.764, -2.162, 1.955], [2.677, -3.607, 1.575], [1.323, -3.040, 1.251], [0.550, -2.667, 2.111], [1.074, -2.907, -0.087], [0.162, -2.032, -0.739], [0.224, -1.945, -1.942], [-0.659, -1.382, 0.103], [-1.525, -0.325, -0.188], [-1.741, 0.151, -1.478], [-2.586, 1.224, -1.680], [-3.241, 1.829, -0.615], [-3.055, 1.326, 0.676], [-2.188, 0.264, 0.882], [-3.710, 1.848, 1.763], [-4.803, 2.667, 1.410], [-4.401, 3.628, 0.292], [-4.053, 2.908, -0.869], [2.409, -0.034, 0.805], [1.944, 0.333, 2.178], [1.970, 0.669, -0.309], [1.154, 0.409, -3.314], [1.288, 1.964, -2.486], [2.633, 1.354, -3.469], [3.644, -0.933, -2.757], [4.445, -2.216, -0.806], [2.651, -4.186, 2.495], [3.114, -4.184, 0.761], [1.742, -3.294, -0.742], [-0.564, -1.623, 1.091], [-1.243, -0.315, -2.310], [-2.755, 1.615, -2.670], [-2.048, -0.097, 1.889], [-5.092, 3.206, 2.313], [-5.641, 2.045, 1.066], [-5.228, 4.283, 0.015], [-3.548, 4.234, 0.628], [1.496, -0.524, 2.678], [2.790, 0.656, 2.784], [1.214, 1.137, 2.134], [1.266, 1.478, -0.167]],
  "nbo_charge": [-0.64, 0.03, -0.21, -0.22, -0.24, 0.24, -0.61, 0.69, -0.62, -0.66, 0.81, -0.63, -0.62, 0.15, -0.25, -0.22, 0.18, 0.30, -0.29, -0.50, -0.10, -0.10, -0.48, 0.09, -0.67, -0.26, 0.24, 0.22, 0.22, 0.21, 0.22, 0.26, 0.22, 0.42, 0.44, 0.25, 0.23, 0.22, 0.20, 0.18, 0.20, 0.18, 0.25, 0.23, 0.21, 0.21],
  "multiplicity": 1,
  "lumo_ev": 0.7,
  "e_tot_ha": -1544.737064,
  "e_above_lowest_kcal_mol": 0.0,
  "smiles": "Cc1ccc(SCC(=O)NC(=O)Nc2ccc3c(c2)OCCO3)c(C)c1"
}

***

Entry 2:
{
  "formula": "C19H20N2O5S",
  "method": "ωB97M-V/def2-TZVPD",
  "elements": ["C", "C", "O", "C", "O", "C", "C", "O", "C", "S", "C", "C", "C", "N", "C", "C", "C", "C", "C", "C", "C", "O", "C", "C", "C", "O", "N", "H", "H", "H", "H", "H", "H", "H", "H", "H", "H", "H", "H", "H", "H", "H", "H", "H", "H", "H", "H"],
  "xyz": [[-5.029, -2.627, 0.797], [-4.035, -2.064, -0.207], [-3.629, -0.737, 0.162], [-4.378, 0.271, -0.278], [-5.362, 0.161, -0.953], [-3.811, 1.599, 0.207], [-2.428, 1.861, -0.353], [-2.005, 1.370, -1.367], [-1.567, 2.736, 0.525], [-0.854, 1.573, 1.757], [-0.045, 0.455, 0.627], [1.016, 0.810, -0.122], [1.580, 2.090, -0.028], [1.995, 3.158, 0.048], [1.615, -0.205, -1.077], [2.748, -0.905, -0.355], [2.618, -2.148, 0.238], [3.678, -2.723, 0.921], [4.879, -2.049, 1.017], [5.032, -0.803, 0.431], [3.974, -0.223, -0.256], [4.023, 0.990, -0.871], [5.175, 1.785, -0.725], [0.504, -1.124, -1.580], [-0.380, -1.670, -0.487], [-0.917, -2.753, -0.507], [-0.601, -0.799, 0.550], [-5.276, -3.648, 0.523], [-4.603, -2.623, 1.798], [-5.940, -2.032, 0.797], [-3.115, -2.652, -0.233], [-4.480, -2.026, -1.205], [-3.772, 1.603, 1.297], [-4.474, 2.399, -0.132], [-2.133, 3.464, 1.099], [-0.751, 3.208, -0.021], [2.046, 0.334, -1.926], [1.687, -2.687, 0.168], [3.559, -3.695, 1.375], [5.709, -2.488, 1.549], [5.978, -0.293, 0.513], [4.941, 2.725, -1.221], [5.393, 1.981, 0.329], [6.045, 1.324, -1.203], [0.910, -1.951, -2.161], [-0.163, -0.544, -2.229], [-1.333, -1.038, 1.208]],
  "nbo_charge": [-0.63, -0.09, -0.52, 0.82, -0.58, -0.62, 0.60, -0.54, -0.61, 0.26, 0.12, -0.22, 0.30, -0.33, -0.23, -0.10, -0.19, -0.24, -0.19, -0.31, 0.38, -0.52, -0.25, -0.51, 0.71, -0.59, -0.64, 0.22, 0.21, 0.22, 0.22, 0.20, 0.25, 0.26, 0.24, 0.26, 0.26, 0.22, 0.22, 0.21, 0.22, 0.21, 0.18, 0.18, 0.25, 0.26, 0.43],
  "multiplicity": 1,
  "lumo_ev": 0.0,
  "e_tot_ha": -1619.936316,
  "e_above_lowest_kcal_mol": 38.0,
  "smiles": "CCOC(=O)CC(=O)CSC1=C(C#N)[C@@H](c2ccccc2OC)CC(=O)N1"
}

***

Entry 3:
{
  "formula": "C19H20N4O4",
  "method": "ωB97M-V/def2-TZVPD",
  "elements": ["C", "C", "C", "C", "O", "C", "O", "N", "C", "C", "C", "C", "C", "C", "O", "N", "C", "C", "C", "C", "C", "N", "C", "C", "C", "O", "N", "H", "H", "H", "H", "H", "H", "H", "H", "H", "H", "H", "H", "H", "H", "H", "H", "H", "H", "H", "H"],
  "xyz": [[0.181, 3.036, 3.204], [-1.026, 2.849, 2.417], [-2.348, 2.938, 3.226], [-0.975, 3.828, 1.290], [-0.810, 1.669, 1.701], [-1.732, 0.918, 0.977], [-2.839, 1.311, 0.676], [-1.376, -0.342, 0.678], [-2.115, -1.109, -0.315], [-1.978, -2.505, 0.199], [-1.926, -2.294, 1.758], [-0.800, -1.238, 1.708], [0.202, -2.230, 0.996], [1.179, -1.578, 0.102], [1.849, -0.646, 0.452], [1.146, -2.095, -1.144], [1.885, -1.591, -2.279], [1.913, -0.215, -2.640], [2.750, 0.360, -3.591], [3.481, -0.470, -4.424], [4.446, 0.074, -5.292], [5.359, 0.458, -5.906], [3.343, -1.849, -4.228], [2.626, -2.380, -3.115], [0.071, -2.964, -1.220], [-0.485, -3.306, -2.202], [-0.608, -2.978, 0.033], [1.020, 3.087, 2.580], [0.263, 2.273, 3.932], [-0.009, 3.951, 3.724], [-3.234, 3.169, 2.630], [-2.189, 3.711, 3.996], [-2.542, 1.931, 3.664], [-0.927, 4.885, 1.703], [-1.833, 3.619, 0.632], [-0.038, 3.622, 0.736], [-3.087, -0.695, -0.414], [-1.651, -1.056, -1.356], [-2.735, -3.142, -0.195], [-2.801, -1.832, 2.216], [-1.902, -3.265, 2.343], [-0.545, -0.865, 2.644], [0.546, -2.933, 1.786], [1.141, 0.350, -2.101], [2.668, 1.458, -3.681], [3.926, -2.473, -4.902], [2.514, -3.448, -2.998]],
  "nbo_charge": [-0.60, 0.25, -0.63, -0.62, -0.54, 0.92, -0.64, -0.48, -0.24, -0.04, -0.43, -0.02, -0.16, 0.69, -0.55, -0.49, 0.16, -0.18, -0.16, -0.18, 0.27, -0.28, -0.15, -0.20, 0.81, -0.56, -0.46, 0.22, 0.21, 0.21, 0.24, 0.21, 0.21, 0.20, 0.23, 0.21, 0.25, 0.20, 0.24, 0.22, 0.24, 0.25, 0.24, 0.23, 0.24, 0.23, 0.23],
  "multiplicity": 1,
  "lumo_ev": -0.1,
  "e_tot_ha": -1255.976477,
  "e_above_lowest_kcal_mol": 61.0,
  "smiles": "CC(C)(C)OC(=O)N1C[C@@H]2C[C@H]1[C@@H]1C(=O)N(c3ccc(C#N)cc3)C(=O)N21"
}

***

Across the entries above, strongest force on any atom takes the values 0.6; 1.0; 5.3 eV/Å, respectively.
Across the entries above, HOMO-LUMO gap takes the values 0.3160; 0.3143; 0.3537 hartree, respectively.